No. 1
119
Properties=species:S:1:pos:R:3:mulliken_charge:R:1 method="wB97M-V/def2-TZVPD" lumo_ev=-0.200 energy_ha=-3361.8853 homo_ev=-9.94 relative_energy_kcal_mol=0.0 orbital_gap_ev=9.74 mol_weight_da=898.81 fmax_ev_per_a=2.89
C 16.408 -16.888 14.629 -0.991
C 17.532 -17.188 15.655 1.767
O 16.970 -16.743 16.878 -0.317
C 15.622 -16.580 16.751 0.160
O 14.927 -16.217 17.640 0.117
O 15.267 -16.893 15.495 -0.169
H 16.198 -17.708 13.947 0.445
H 16.533 -15.914 14.157 0.475
H 18.390 -16.559 15.432 -0.789
H 17.730 -18.259 15.668 -0.627
C 17.385 -12.086 17.791 -0.100
C 16.752 -13.386 17.240 0.774
O 15.409 -13.005 16.963 -0.155
C 15.147 -11.797 17.504 0.511
O 14.125 -11.193 17.382 -0.546
O 16.229 -11.317 18.117 -0.393
H 17.951 -11.528 17.046 0.184
H 17.989 -12.301 18.668 0.298
H 16.744 -14.213 17.945 -0.500
H 17.311 -13.645 16.345 -0.139
C 21.823 -11.309 14.293 -1.649
C 21.258 -12.712 14.287 0.556
C 22.244 -13.831 14.692 -0.410
O 21.501 -14.644 15.570 -0.374
C 20.285 -14.123 15.803 0.638
O 19.490 -14.589 16.559 -0.440
O 20.195 -12.918 15.232 -0.285
H 21.044 -10.651 13.912 0.402
H 22.664 -11.308 13.599 0.403
H 22.177 -10.997 15.273 0.371
H 20.813 -12.905 13.307 0.188
H 23.149 -13.356 15.073 0.378
H 22.522 -14.436 13.828 0.232
C 16.662 -15.839 20.276 -0.727
C 16.145 -16.870 21.258 0.274
C 15.424 -16.256 22.490 -0.461
O 14.410 -17.302 22.680 -0.441
C 14.301 -18.055 21.570 0.329
O 13.469 -18.911 21.472 -0.555
O 15.114 -17.607 20.625 0.291
H 17.603 -15.341 20.506 0.415
H 15.948 -15.043 20.057 0.212
H 16.776 -16.370 19.329 -0.145
H 16.982 -17.468 21.622 0.399
H 14.851 -15.348 22.318 0.185
H 15.992 -16.257 23.414 0.325
C 11.788 -12.912 15.285 -1.401
C 11.492 -14.159 14.475 0.644
C 12.459 -15.313 14.701 0.149
O 11.578 -16.397 14.901 -0.210
C 10.315 -16.022 15.060 0.561
O 9.390 -16.762 15.028 -0.531
O 10.223 -14.639 14.984 -0.401
H 12.751 -12.463 15.023 0.347
H 11.869 -13.083 16.356 0.181
H 11.003 -12.166 15.179 0.442
H 11.438 -13.959 13.401 0.162
H 13.057 -15.150 15.606 -0.235
H 13.140 -15.601 13.901 0.216
C 19.075 -16.256 12.037 -1.153
C 20.565 -16.135 12.309 0.208
O 20.928 -17.067 13.308 -0.142
C 22.214 -17.187 13.673 0.668
O 23.161 -16.873 12.996 -0.602
O 22.330 -17.745 14.847 -0.378
C 21.255 -18.151 15.701 -0.435
H 18.761 -17.230 11.655 0.360
H 18.682 -15.522 11.333 0.478
H 18.464 -16.119 12.932 0.015
H 20.738 -15.103 12.623 -0.199
H 21.142 -16.370 11.415 0.462
H 21.787 -18.674 16.495 0.350
H 20.512 -18.803 15.254 0.252
H 20.836 -17.277 16.201 0.125
C 12.723 -14.969 20.368 -0.763
C 11.757 -14.280 19.391 -0.158
O 10.684 -15.142 19.101 -0.062
C 9.484 -14.683 18.737 0.729
O 9.210 -13.527 18.592 -0.610
O 8.617 -15.675 18.620 -0.392
C 9.079 -17.016 18.612 -0.316
H 13.336 -14.214 20.866 0.513
H 13.462 -15.587 19.844 -0.190
H 12.266 -15.631 21.103 0.442
H 12.326 -13.946 18.529 -0.179
H 11.431 -13.420 19.978 0.363
H 8.222 -17.665 18.793 0.286
H 9.807 -17.296 19.368 0.175
H 9.414 -17.270 17.610 0.114
C 14.547 -20.397 14.778 -0.550
C 13.136 -19.854 14.741 -0.454
O 12.734 -19.624 16.109 -0.139
C 11.454 -19.232 16.250 0.680
O 10.604 -19.272 15.429 -0.555
O 11.231 -18.889 17.531 -0.298
C 12.261 -18.636 18.461 0.262
H 15.303 -19.685 15.124 -0.411
H 14.884 -20.630 13.766 0.462
H 14.559 -21.283 15.409 0.378
H 12.508 -20.667 14.379 0.439
H 13.041 -18.923 14.187 0.179
H 12.695 -19.511 18.948 0.384
H 11.887 -17.944 19.211 -0.119
H 13.115 -18.135 17.993 -0.301
C 16.495 -20.216 19.318 -1.294
C 16.014 -20.462 17.906 0.137
O 17.168 -20.345 17.063 -0.201
C 17.385 -21.158 16.045 0.649
O 16.653 -22.068 15.753 -0.588
O 18.496 -20.803 15.425 -0.151
C 19.138 -21.705 14.523 -0.752
H 17.177 -20.981 19.687 0.419
H 15.642 -20.224 20.004 0.394
H 16.949 -19.237 19.468 0.107
H 15.253 -19.750 17.579 -0.046
H 15.455 -21.399 17.875 0.533
H 18.384 -22.200 13.913 0.348
H 19.692 -22.454 15.084 0.307
H 19.809 -21.118 13.907 0.182



No. 2
116
Properties=species:S:1:pos:R:3:mulliken_charge:R:1 method="wB97M-V/def2-TZVPD" lumo_ev="-8.844 / -8.332" energy_ha=-4207.9733 total_charge=+2 homo_ev="-13.91 / -13.91" relative_energy_kcal_mol=50.2 orbital_gap_ev="5.06 / 5.58" mol_weight_da=1052.99 multiplicity=2 fmax_ev_per_a=5.50
W 0.093 -1.029 0.749 2.475
C -0.738 -4.735 0.026 -1.204
C 0.621 -4.344 0.473 0.593
C 1.646 -5.229 0.810 -2.034
C 2.713 -4.433 1.154 0.033
N 2.348 -3.149 1.010 0.336
N 1.050 -3.076 0.607 0.149
B 3.201 -1.878 1.110 0.168
N 2.961 -1.058 -0.187 1.140
C 3.910 -0.509 -0.965 -0.172
C 3.335 -0.135 -2.155 -1.767
C 1.987 -0.494 -2.041 -0.323
C 1.016 -0.457 -3.159 0.458
N 1.752 -1.012 -0.822 -0.101
N 2.700 -1.005 2.263 0.514
C 3.378 -0.490 3.311 -0.186
C 2.763 0.674 3.696 -1.803
C 1.675 0.835 2.828 0.563
C 0.817 2.046 2.742 -0.812
N 1.615 -0.212 1.986 0.697
N 4.679 -2.193 1.173 0.114
C 5.388 -3.006 0.334 -0.273
C 6.719 -2.742 0.507 -1.354
C 6.761 -1.730 1.506 0.687
C 7.937 -1.057 2.086 -1.278
N 5.527 -1.429 1.864 -1.079
H -0.683 -5.225 -0.947 0.403
H -1.390 -3.868 -0.032 -0.115
H -1.149 -5.464 0.723 0.388
H 1.605 -6.299 0.794 0.608
H 3.683 -4.712 1.507 0.833
H 4.925 -0.403 -0.639 0.643
H 3.814 0.298 -3.009 0.640
H 1.355 -1.144 -3.936 0.544
H 0.969 0.542 -3.586 0.125
H 0.023 -0.733 -2.834 -0.890
H 4.257 -0.963 3.692 0.838
H 3.054 1.341 4.480 0.633
H 1.460 2.918 2.620 0.514
H 0.259 2.198 3.664 0.362
H 0.128 1.995 1.900 -0.412
H 4.904 -3.682 -0.341 0.636
H 7.562 -3.205 0.035 0.472
H 8.652 -1.788 2.454 0.339
H 7.630 -0.404 2.897 0.335
H 8.446 -0.470 1.323 0.282
C 0.417 -2.772 3.740 -0.253
O -0.514 -2.722 2.657 0.018
C -1.844 -2.789 3.184 -0.524
C -2.906 -2.715 2.085 -1.065
O -2.558 -1.709 1.146 0.545
C -3.676 -1.174 0.446 -0.895
H 0.218 -3.649 4.365 0.513
H 0.345 -1.872 4.360 0.096
H 1.420 -2.857 3.326 -0.221
H -1.980 -1.957 3.881 0.057
H -1.959 -3.738 3.725 0.725
H -3.860 -2.477 2.573 0.662
H -3.014 -3.679 1.569 0.373
H -4.458 -0.866 1.147 0.460
H -3.314 -0.298 -0.092 0.018
H -4.092 -1.913 -0.245 0.337
C -2.897 4.107 0.425 -1.225
C -3.559 3.262 -0.650 1.648
C -4.966 2.848 -0.166 -1.641
C -3.704 4.056 -1.959 -1.347
O -2.860 2.074 -0.905 1.537
Si -1.413 1.466 -1.330 -2.809
O -0.539 0.658 -0.266 0.445
O -0.553 2.610 -2.122 0.407
C 0.480 3.529 -1.823 2.075
C 1.716 3.144 -2.660 -1.759
C 0.856 3.488 -0.349 -1.332
C 0.030 4.933 -2.246 -1.831
O -1.841 0.262 -2.386 0.882
C -2.647 0.230 -3.581 1.779
C -2.314 1.422 -4.473 -1.369
C -2.332 -1.073 -4.326 -1.789
C -4.128 0.241 -3.207 -1.378
H -3.505 4.973 0.668 0.651
H -1.924 4.449 0.082 0.077
H -2.752 3.504 1.316 -0.050
H -4.850 2.207 0.702 0.118
H -5.531 3.735 0.100 0.463
H -5.503 2.305 -0.938 0.277
H -4.216 4.993 -1.770 0.553
H -4.263 3.491 -2.698 0.232
H -2.710 4.252 -2.352 0.159
H 2.075 2.171 -2.339 0.160
H 2.496 3.884 -2.510 0.565
H 1.455 3.117 -3.714 0.307
H 1.152 2.477 -0.079 -0.065
H 0.002 3.762 0.263 0.234
H 1.669 4.177 -0.145 0.630
H -0.272 4.933 -3.289 0.318
H 0.848 5.635 -2.123 0.512
H -0.808 5.267 -1.636 0.359
H -1.239 1.499 -4.606 0.152
H -2.671 2.338 -4.014 0.145
H -2.783 1.305 -5.447 0.595
H -1.331 -1.063 -4.741 0.358
H -3.034 -1.187 -5.147 0.531
H -2.451 -1.937 -3.678 0.295
H -4.329 1.072 -2.541 0.076
H -4.410 -0.683 -2.709 0.290
H -4.724 0.342 -4.108 0.522
Cl -2.637 2.573 4.349 -0.056
C -2.441 0.844 4.028 1.024
Cl -1.354 0.148 5.228 -0.059
Cl -4.021 0.033 4.090 -0.097
C -1.914 0.650 2.544 -1.128
O -2.467 1.309 1.697 -0.475
O -0.976 -0.176 2.425 -0.692
O -1.200 -1.936 -1.093 -0.731
H -0.710 -2.465 -1.737 0.394
H -1.584 -1.155 -1.590 -0.508